# 1
89
Properties=species:S:1:pos:R:3:lowdin_charge:R:1 method="wB97M-V/def2-TZVPD" e_tot_ev=-1568262.467 total_charge=-1 e_homo_ha=-0.18605 orbital_gap_ev=5.992
C 1.33703 6.40526 -2.29034 -0.120
O 1.78415 5.05734 -1.83562 -0.252
C 3.06868 5.24931 -1.13538 -0.234
C 2.86544 4.90956 0.46918 -0.165
C 4.13758 4.12597 1.15290 -0.225
C 4.45286 2.65345 0.47932 -0.210
C 3.37317 1.49575 1.00252 -0.207
C 2.37998 0.94628 -0.18941 -0.269
C 2.15771 -0.65924 0.05685 -0.284
Ga 0.28102 -1.12830 0.87671 0.335
C -1.26709 -1.04686 -0.48939 -0.282
C -2.08544 0.37222 -0.53696 -0.242
C -1.96698 0.92395 -2.10088 -0.183
O -3.07016 1.83107 -2.46956 -0.315
C -2.88128 3.15498 -1.85554 -0.497
C -3.96471 3.75250 -0.77748 -0.038
O -1.82395 3.91088 -2.16368 -0.062
C -0.11839 -0.10162 2.64252 -0.176
C 0.46441 -1.04357 3.86543 -0.388
O 1.74961 -0.79923 4.23257 -0.118
O -0.26084 -2.13179 4.53935 -0.094
P 0.46571 -3.41790 1.51838 0.595
O 0.81159 -4.19360 0.17924 -0.647
H 0.18959 6.33594 -2.52438 0.100
H 1.46145 7.19529 -1.40553 0.066
H 1.97672 6.78255 -3.19558 0.095
H 3.85765 4.56176 -1.67248 0.125
H 3.47291 6.35234 -1.20183 0.046
H 2.65854 5.95729 0.99239 0.112
H 1.88824 4.25122 0.63965 0.126
H 3.83970 3.92117 2.28495 0.109
H 5.11958 4.79539 1.19772 0.107
H 4.43471 2.64036 -0.69053 0.087
H 5.53030 2.33028 0.83286 0.103
H 4.06023 0.61182 1.41450 0.110
H 2.78191 1.89918 1.93332 0.103
H 1.39637 1.56411 -0.33196 0.098
H 2.99823 1.05628 -1.20316 0.102
H 2.94050 -1.15363 0.79698 0.049
H 2.23039 -1.30692 -0.94208 0.064
H -0.84253 -1.32670 -1.54376 0.059
H -2.05925 -1.88320 -0.18352 0.064
H -1.75074 1.17051 0.25009 0.098
H -3.23660 0.14214 -0.35678 0.114
H -2.05484 -0.01392 -2.83213 0.143
H -0.89667 1.39779 -2.19295 0.139
H -4.04074 4.92196 -0.96105 0.104
H -5.00042 3.19857 -0.88573 0.080
H -3.58926 3.54262 0.33399 0.106
H -1.27846 0.07131 2.75029 0.066
H 0.40089 0.94383 2.72655 0.067
H 0.38264 -2.91361 4.52086 0.069
H -0.74180 -3.85756 2.17381 -0.045
H 1.64279 -3.45916 2.39625 -0.109
C 4.92968 -4.58757 3.60607 -1.574
Br 6.17930 -4.02359 4.98612 0.544
Br 5.44285 -6.28985 2.81666 0.547
Br 3.09661 -4.61462 4.25665 0.563
H 4.97485 -3.83870 2.80846 -0.017
C 1.00016 -7.11927 -2.11145 -1.599
Br 1.22704 -5.82245 -3.54356 0.550
Br -0.23113 -8.54039 -2.61007 0.510
Br 2.70585 -7.82254 -1.49486 0.544
H 0.54952 -6.58746 -1.26698 -0.057
C -5.75435 2.83734 -4.91233 -1.542
Br -6.65456 4.27143 -5.87002 0.534
Br -4.04430 3.41388 -4.18598 0.855
Br -6.89424 2.05311 -3.54493 0.562
H -5.54227 2.04925 -5.64237 -0.020
C -4.03706 -7.46034 -1.66742 -1.604
Br -5.75591 -6.56190 -1.81743 0.525
Br -2.66465 -6.28247 -0.95092 0.567
Br -4.17146 -9.11556 -0.65433 0.539
H -3.72807 -7.73094 -2.68247 -0.028
C 4.87036 9.84884 -1.52938 -1.595
Br 6.11998 10.41282 -0.14933 0.548
Br 5.38353 8.14656 -2.31878 0.585
Br 3.03729 9.82180 -0.87880 0.567
H 4.91553 10.59771 -2.32699 -0.026
C -9.96420 -7.18167 -3.34160 -1.602
Br -9.52122 -6.00081 -1.86055 0.538
Br -8.65135 -7.07156 -4.77288 0.543
Br -10.23747 -9.01436 -2.74936 0.548
H -10.91691 -6.83356 -3.75414 -0.027
C 0.93041 -4.19836 8.09570 -1.594
Br -0.90114 -3.99467 7.47273 0.572
Br 1.74000 -5.84075 7.43892 0.525
Br 2.01508 -2.63880 7.67690 0.571
H 0.89010 -4.27602 9.18720 -0.030

=====

# 2
84
Properties=species:S:1:pos:R:3:lowdin_charge:R:1 method="wB97M-V/def2-TZVPD" e_tot_ev=-115858.034 total_charge=0 e_homo_ha=-0.23534 orbital_gap_ev=2.173
C 3.30462 1.79296 0.16020 -0.175
C 3.50142 0.28039 -0.05379 -0.364
P 2.14168 -0.24799 -1.16128 1.051
C 2.78091 -0.94152 -2.73666 -0.414
C 3.54116 0.16252 -3.47589 -0.166
C 0.97807 -1.42511 -0.40064 -0.224
C 0.90033 -2.77081 -0.47785 -0.125
C 1.84695 -3.66643 -1.19875 -0.027
C 1.45366 -3.96863 -2.62562 -0.554
O 2.23177 -4.44503 -3.38744 0.129
O 0.16993 -3.70291 -2.98255 0.099
C -0.24413 -3.42792 0.18938 -0.271
O -0.22289 -4.55554 0.59988 0.140
C -1.49456 -2.62198 0.38872 -0.028
C -2.75683 -3.41951 0.42322 -0.260
C -3.42589 -3.56989 1.77800 -0.028
F -3.71261 -2.88862 -0.52499 -0.296
C -1.39963 -1.30144 0.51994 -0.038
C -2.58093 -0.39159 0.74167 -0.111
C -2.23337 1.04672 1.06897 -0.285
O -3.37215 1.90837 1.07901 -0.203
Si -2.97614 3.18763 0.06180 0.389
C -1.40444 3.98937 0.62063 -0.149
C -2.73655 2.50176 -1.67473 -0.134
C -4.43305 4.35096 0.10374 -0.157
C -0.02296 -0.72903 0.44639 -0.342
O 0.28498 0.25093 1.07934 0.108
H 3.12246 2.21894 -0.82955 0.042
H 2.40365 2.00172 0.72880 0.048
H 4.16285 2.27411 0.62220 0.050
H 4.46605 0.11127 -0.53486 0.076
H 3.52060 -0.26101 0.88996 0.086
H 3.51075 -1.72550 -2.52146 0.073
H 2.01051 -1.40859 -3.34489 0.078
H 2.97174 1.09251 -3.44133 0.052
H 3.72113 -0.12827 -4.50774 0.070
H 4.50409 0.34255 -3.00368 0.066
H 2.87566 -3.32919 -1.14606 0.136
H 1.80881 -4.65237 -0.70525 0.116
H -0.14620 -2.93193 -2.49566 0.091
H -2.51461 -4.42063 0.07885 0.157
H -4.05894 -4.45617 1.74642 0.092
H -4.11232 -2.73415 1.97123 -0.006
H -2.69285 -3.72721 2.56993 0.085
H -3.29379 -0.46160 -0.08419 0.110
H -3.09970 -0.76740 1.63696 0.080
H -1.46962 1.39229 0.37577 0.078
H -1.74561 1.06029 2.03993 0.140
H -1.43146 4.38178 1.63587 0.056
H -1.22827 4.83690 -0.03273 -0.059
H -0.52967 3.35244 0.49238 0.048
H -3.16891 3.16024 -2.42411 0.029
H -3.20877 1.51932 -1.71614 0.030
H -1.67991 2.33307 -1.88224 0.039
H -5.32948 3.72915 0.08999 0.034
H -4.45019 4.86611 1.06399 0.037
H -4.44461 5.04710 -0.72950 0.005
Cl -2.07541 6.55438 -1.65740 0.676
C -0.97721 7.82930 -2.18491 -0.644
C 0.43077 7.26830 -2.23668 -0.646
Cl 1.05707 6.86311 -0.59430 0.608
H -1.06992 8.66718 -1.49292 0.070
H -1.27622 8.16718 -3.17627 0.087
H 1.14251 7.98803 -2.66404 0.045
H 0.47320 6.36745 -2.84181 0.089
F 0.90165 -6.33108 -3.04376 -0.368
Li -5.01635 -0.99549 1.65358 0.478
C 0.05207 -4.12061 4.59637 -0.130
O -0.81668 -4.47532 3.51987 -0.147
H -0.53961 -3.58313 5.33440 0.074
H 0.47882 -5.01116 5.05993 0.082
H 0.86195 -3.47496 4.25080 0.083
H -0.28760 -4.95106 2.86629 0.059
N 4.18924 3.35243 3.05584 -0.652
O 3.15908 3.88140 2.57046 -0.127
O 5.26519 3.40152 2.41870 -0.100
O 4.13290 2.77594 4.15378 -0.070
Mg -5.89024 -2.86082 -0.51127 0.671
O 2.36514 -7.21590 2.79729 -0.221
S 2.68079 -6.91549 1.40348 0.282
O 1.80562 -5.82577 0.92056 -0.199
O 2.43316 -8.11710 0.59433 -0.139
O 4.06283 -6.46639 1.24399 -0.190
Li 1.86454 9.11464 -1.13995 0.824

=====

# 3
87
Properties=species:S:1:pos:R:3:lowdin_charge:R:1 method="wB97M-V/def2-TZVPD" e_tot_ev=-103113.442 relative_energy_kj_mol=308.6 total_charge=-1 e_homo_ha=-0.18886 orbital_gap_ev=6.802
C 3.21089 2.25090 1.10841 -0.127
C 3.01974 1.26276 -0.18635 -0.425
C 2.23670 2.12535 -1.34344 -0.105
C 2.33348 -0.19718 0.15945 -0.269
Si 0.57434 0.09865 0.98301 0.386
O -0.45418 0.70994 -0.29995 -0.369
Si -1.82101 1.62985 0.29698 0.597
C -1.61520 2.38224 2.05420 -0.261
C -0.45573 3.55252 2.17433 -0.203
F -1.02284 4.87658 2.57892 -0.143
B -3.51761 0.68584 0.26102 -0.476
N -4.76986 1.58017 0.09669 0.056
O -3.64150 -0.78936 0.34358 -0.076
C -2.03738 3.13477 -0.94684 -0.474
O -2.93889 3.01561 -1.93871 -0.181
O -1.24490 4.37326 -0.89096 -0.280
P -0.03739 -1.91538 1.73071 0.212
S -1.02247 -2.91245 0.33720 0.028
H 3.92568 3.13447 0.74649 0.097
H 3.75567 1.74956 2.02121 0.085
H 2.22524 2.78082 1.47577 0.040
H 4.10356 1.03092 -0.63079 0.111
H 2.88555 3.05698 -1.70784 0.104
H 1.92437 1.44695 -2.27456 0.097
H 1.22563 2.60796 -0.93085 0.075
H 3.00481 -0.68198 1.01045 0.091
H 2.20948 -0.89227 -0.78013 0.086
H 0.81974 1.02508 2.08100 -0.016
H -2.64764 2.92571 2.30913 0.116
H -1.47645 1.58234 2.92184 0.085
H 0.28913 3.18034 3.02311 0.114
H 0.15934 3.58959 1.17170 0.093
H -5.32690 1.28423 -0.74094 0.073
H -5.34002 1.58646 0.97091 0.063
H -3.74963 -1.07418 -0.63197 0.118
H -0.93021 -1.84004 2.85937 -0.050
H 1.14721 -2.69854 2.09280 -0.031
C -3.32158 -6.04216 3.24540 -0.144
C -3.58732 -4.70708 3.86179 -0.132
O -2.31994 -4.31935 4.35729 0.050
C -1.38490 -4.99811 3.63022 -0.538
O -0.18580 -4.77936 3.67492 0.092
O -1.96672 -5.95231 2.84635 0.054
H -3.96685 -6.23943 2.38496 0.101
H -3.42492 -6.86240 3.96346 0.137
H -3.92168 -3.96662 3.12747 0.141
H -4.32043 -4.76099 4.67129 0.134
C 3.67840 -1.66262 -3.72299 -0.139
C 4.60998 -1.25053 -4.81631 -0.142
O 5.03219 0.03906 -4.41527 0.070
C 4.87084 0.10633 -3.06135 -0.504
O 5.29229 1.01216 -2.36169 0.120
O 4.17760 -0.97228 -2.59287 0.044
H 3.68788 -2.74271 -3.55286 0.136
H 2.64830 -1.34024 -3.90753 0.140
H 5.48627 -1.90350 -4.88722 0.132
H 4.11611 -1.21135 -5.79110 0.138
C -0.60335 4.19312 -4.00517 -0.138
C -1.34278 3.33709 -4.98162 -0.142
O -0.42348 3.19041 -6.04721 0.044
C 0.82236 3.39378 -5.52742 -0.529
O 1.86241 3.17826 -6.12705 0.102
O 0.75235 3.86855 -4.24947 0.055
H -0.87421 3.97220 -2.96909 0.081
H -0.74992 5.26221 -4.19133 0.138
H -1.57587 2.34665 -4.57666 0.132
H -2.26766 3.80574 -5.32890 0.135
C -2.11023 -8.91811 -0.71567 -0.137
C -2.80674 -9.77768 0.28881 -0.141
O -3.55242 -8.84795 1.05149 0.061
C -3.74338 -7.75012 0.26284 -0.501
O -4.48820 -6.82465 0.53928 0.121
O -2.99323 -7.82368 -0.87529 0.075
H -1.95475 -9.43281 -1.66780 0.137
H -1.14737 -8.54517 -0.35111 0.141
H -3.49775 -10.48847 -0.17658 0.135
H -2.10608 -10.32693 0.92368 0.138
C 1.40836 6.49291 3.52912 -0.142
C 1.94671 6.45912 2.13556 -0.130
O 3.29297 6.86368 2.29687 0.061
C 3.63928 6.58478 3.58759 -0.521
O 4.77626 6.64783 4.02461 0.117
O 2.54790 6.22539 4.32462 0.058
H 0.63416 5.73873 3.69486 0.110
H 1.01103 7.47663 3.80027 0.136
H 1.92906 5.45242 1.70481 0.124
H 1.41413 7.14112 1.46707 0.144